{"formula": "C31H47NO2P2RuS2", "method": "ωB97M-V with the def2-TZVPD basis set", "spin_multiplicity": 5, "charge": 2, "de_lowest_kj_mol": 0.0, "s_squared": 6.030, "species": ["C", "H", "C", "P", "H", "C", "H", "S", "H", "C", "C", "H", "C", "H", "S", "O", "H", "H", "H", "H", "C", "H", "H", "C", "C", "C", "H", "H", "O", "H", "H", "H", "H", "C", "H", "H", "H", "C", "C", "H", "C", "H", "C", "H", "H", "H", "C", "H", "H", "H", "H", "C", "H", "C", "C", "C", "C", "H", "H", "H", "H", "H", "H", "C", "H", "C", "N", "C", "H", "H", "C", "P", "C", "H", "H", "H", "C", "Ru", "C", "H", "C", "C", "H", "H", "H", "C"], "positions_angstrom": [[-1.1354, 2.8925, -0.0827], [7.1693, 2.5036, 0.6384], [5.3548, 1.4134, 1.0556], [-0.1134, -0.7162, -1.5291], [-5.5254, -3.5882, -3.2068], [3.1728, 0.3375, 1.9621], [-2.0410, -1.1125, -2.8848], [2.4989, -0.2856, 0.4998], [-2.7081, -5.7813, -3.1713], [0.5499, 3.3051, 1.4315], [-2.1883, -3.2205, -3.9617], [-2.9003, 3.9022, -0.7348], [0.1217, 2.7621, -0.7967], [-4.6085, -2.4097, -1.4197], [3.3830, 0.8832, 4.4285], [2.6862, 2.0525, 4.9163], [-3.7758, -4.2200, -5.0278], [2.8378, 2.9743, -1.1553], [-1.0819, -6.0152, -2.5524], [1.6477, -0.2818, -3.0744], [-3.6476, -3.4620, -4.2320], [-0.6039, 2.6154, -2.8022], [7.6284, 3.0409, 3.0219], [-2.4740, 2.8857, -0.7127], [-0.8539, 3.1883, 1.2755], [-4.0671, -3.3173, -1.6989], [3.2838, 3.0360, 0.5611], [2.6965, 4.4971, -0.2573], [3.7852, -0.1237, 5.3852], [0.8108, -0.2128, 3.4322], [-2.4217, 2.5318, -1.7482], [0.9470, 4.7761, 2.9445], [-3.1927, 2.2511, -0.1721], [-1.4238, -4.0342, -3.2175], [2.3249, 3.7427, 2.5279], [1.9013, -1.8217, -2.2036], [-2.3408, 0.2140, -1.7217], [1.2366, 3.7538, 2.6626], [6.4775, 2.1630, 1.4061], [5.1527, 1.1340, 0.0195], [4.4698, 1.0065, 2.0605], [0.5350, -2.4041, 1.3423], [-3.2135, -3.8891, -0.8386], [0.0943, -3.0124, -0.8996], [-1.3373, 0.5126, -3.1670], [0.6158, 3.8764, -2.5632], [-0.4516, -2.0683, 0.9931], [-2.7044, 0.7813, 2.1932], [1.0279, 3.1086, 3.5252], [-1.2251, -2.6736, 1.4882], [-2.9865, -6.0286, -0.8404], [-2.4578, 0.0001, 1.4602], [6.0104, 2.2919, 4.8065], [-1.8507, 3.4541, 2.3403], [0.3148, 2.8619, -2.2653], [-0.5524, -2.2035, -0.5293], [1.1522, -1.1909, -2.7008], [-2.7387, 0.3564, 0.4627], [-3.0168, -0.9154, 1.6937], [-2.8589, 3.1646, 2.0224], [-0.3432, -3.8865, -3.1569], [-0.7252, 0.6810, 3.7309], [-1.7390, -2.4213, -4.5578], [4.7242, 1.3546, 3.3897], [-1.6103, 2.9101, 3.2661], [1.1766, 3.0631, 0.1755], [2.5565, 0.2147, 3.1181], [-2.4079, -5.1273, -1.1153], [1.1044, 2.1768, -2.5887], [-1.8813, 4.5226, 2.5949], [-1.6036, -0.2292, -2.4048], [-0.6822, -0.3400, 1.5640], [5.8545, 2.0769, 3.7545], [-3.1580, -3.5262, 0.1941], [-0.7084, -1.1271, 3.8269], [-1.5775, -2.4419, -0.8423], [-0.3017, -0.2446, 3.3070], [0.4901, 0.8004, -0.0178], [-1.9217, -5.2982, -2.5732], [0.6855, -1.7342, -3.5356], [6.7354, 2.4799, 2.7478], [2.5706, 3.4056, -0.1860], [-1.5234, -5.1281, -0.4576], [-4.0926, -2.5389, -4.6329], [-4.5234, -5.0108, -2.9743], [-4.4883, -3.9131, -3.0156]]}

***

{"formula": "C31H48AlO2P2", "method": "ωB97M-V with the def2-TZVPD basis set", "spin_multiplicity": 1, "charge": 1, "de_lowest_kj_mol": 239.2, "species": ["C", "C", "C", "H", "H", "H", "C", "O", "H", "H", "P", "C", "C", "H", "H", "H", "C", "H", "C", "H", "H", "H", "O", "H", "C", "H", "H", "H", "C", "C", "H", "C", "H", "H", "H", "C", "H", "H", "H", "H", "C", "C", "H", "C", "C", "H", "C", "H", "H", "P", "H", "C", "H", "H", "H", "H", "H", "C", "C", "C", "H", "H", "H", "H", "H", "H", "C", "C", "C", "H", "H", "H", "C", "C", "H", "H", "C", "H", "H", "C", "Al", "C", "H", "C"], "positions_angstrom": [[1.2178, 0.6857, -2.6572], [4.5634, -3.9286, 0.1537], [-0.4206, 0.8864, 0.2922], [1.5952, -2.1484, -0.6514], [5.6597, -0.7554, -2.3297], [5.0658, -1.5178, 2.0086], [-2.5666, 5.2411, 2.2293], [-3.4137, 3.7544, 0.6407], [1.2706, 1.3856, 1.5909], [2.8151, -3.7633, -2.4915], [2.7218, -3.8508, -0.0394], [-2.5938, 7.8635, 3.2555], [1.2047, -0.7079, -2.2056], [1.3110, -5.6824, 0.6411], [0.5227, -0.1846, 1.9710], [-4.2114, 1.4433, 1.4944], [-4.2663, 0.3448, 1.5591], [1.7085, -5.0409, -1.8810], [5.2611, -0.1348, -1.5065], [-4.9965, 1.3021, -1.4996], [-2.6309, 8.8809, 3.6613], [-3.8410, 2.2805, -0.5896], [-1.8112, 3.0113, 2.1061], [-4.4454, -2.9613, 1.4639], [-2.6099, 3.8485, 1.5914], [4.8646, -4.8992, -0.2636], [4.7477, 0.2157, 1.5882], [6.0867, 0.3905, -0.9928], [-3.0715, -1.6667, 0.4845], [-2.6031, -2.0234, -0.8556], [5.3803, -2.9946, -1.7101], [0.8200, 0.4825, 1.1228], [-2.8692, 8.4817, 1.1916], [-2.2861, 6.9479, 5.1900], [-1.5646, -3.3072, -2.1651], [-2.7491, 6.3408, 1.3735], [2.6423, 0.6086, -0.0327], [-2.7660, -3.5589, 1.4020], [-3.8958, 0.0612, 2.5577], [-1.9172, -1.4724, -3.5360], [-3.3822, -2.6583, 1.5452], [-3.9135, 1.4484, -1.3131], [-5.3315, 0.0569, 1.4993], [-2.5688, -0.7137, -3.0985], [-0.3485, 1.7926, -0.7277], [4.8044, -3.8562, 1.2238], [0.7858, 1.8764, -1.6816], [6.2845, -0.5796, 1.0360], [2.2662, 0.9672, -2.9155], [4.3954, -1.2376, -0.3531], [-1.3249, 2.1698, -1.0548], [-3.2535, 0.2092, -0.8221], [-2.8983, 6.1469, 0.3163], [2.2536, -4.9919, 2.0207], [1.7161, 2.2551, -1.1826], [-3.5894, -0.9180, -3.4617], [-3.2220, -3.8213, -1.8985], [2.6777, -4.5450, -1.7270], [-2.7474, 7.6412, 1.8762], [-2.3913, 5.4611, 3.6048], [-2.2800, 0.2648, -3.5003], [0.6236, 0.7296, -3.5965], [-3.2098, -2.2762, 2.5704], [6.3080, -2.6949, -0.1943], [-2.0153, -4.0797, -0.6398], [3.4878, -5.2830, -1.8096], [5.2084, -0.7344, 1.2435], [-2.5715, -0.7622, -1.6155], [1.2962, -1.0693, -0.8554], [0.4809, 2.6689, -2.3963], [-2.2366, 4.6118, 4.2731], [3.0720, -6.0801, 0.8328], [2.2931, -5.3154, 0.9689], [-2.3495, -3.3911, -1.4131], [2.4154, -0.8237, 0.9620], [-1.2136, 1.0671, 0.9956], [1.8823, -0.1430, 0.2628], [0.9883, -1.5129, -2.9206], [4.5421, 0.6059, -1.9079], [5.2964, -2.8177, -0.6184], [-0.7797, -1.7639, -0.0185], [-3.4827, -0.3105, 0.4716], [-3.4824, 1.7812, -2.2613], [-2.4152, 6.7669, 4.1188]]}

***

{"formula": "C31H48AuN4O2P", "method": "ωB97M-V with the def2-TZVPD basis set", "spin_multiplicity": 1, "charge": 2, "de_lowest_kj_mol": 0.0, "species": ["H", "P", "C", "C", "H", "H", "H", "C", "C", "H", "H", "H", "C", "C", "H", "C", "H", "H", "H", "H", "H", "N", "H", "H", "H", "C", "C", "H", "H", "C", "H", "H", "O", "C", "H", "C", "N", "H", "C", "C", "O", "N", "H", "C", "H", "C", "C", "H", "C", "H", "C", "H", "H", "H", "C", "C", "H", "H", "C", "Au", "C", "H", "H", "C", "C", "H", "H", "H", "C", "C", "H", "C", "C", "N", "H", "H", "H", "C", "C", "H", "H", "H", "H", "H", "H", "H", "H"], "positions_angstrom": [[2.2061, -2.0917, 4.8984], [-1.5363, -0.7096, -1.9937], [1.4207, 2.2848, 4.8829], [-0.1712, -4.1210, -3.3440], [-1.7252, 2.5839, 1.2639], [4.6334, 1.7361, -0.8108], [-1.5362, -5.4712, -2.2994], [-5.2018, -0.1992, -0.6230], [-1.4580, 1.6483, 1.7579], [3.5259, -1.0236, -1.7969], [1.4762, 4.2103, 1.2718], [0.1853, -2.0734, -4.0489], [0.7586, -1.9282, 3.3349], [-0.9656, -4.5639, -2.1146], [-0.4913, -1.6224, 1.5854], [2.9582, -0.9254, 3.2713], [3.4414, 1.3383, -2.0622], [-0.2046, 2.0090, -2.1540], [3.9138, -0.7327, 3.7435], [-6.3026, -1.1856, -2.2429], [2.9733, 2.3937, -0.7032], [3.1666, 0.3427, -0.2174], [-1.1179, 0.9630, 0.9815], [-3.3749, 0.9219, -0.1926], [0.6919, 0.0758, -5.3925], [-0.4200, 1.8643, 2.8254], [1.6557, 2.8657, 3.6457], [-0.2968, -4.7617, -1.2760], [-2.9051, -3.5471, -2.1524], [0.1021, 1.2723, -2.8964], [-0.7445, -4.2965, -4.2552], [-0.2444, 2.7998, -4.3719], [0.7748, 2.6704, 0.2144], [-1.8877, -3.3785, -1.7996], [-0.4496, 1.7204, 7.1276], [3.8422, -0.8692, -0.7676], [-3.1090, -0.5995, -1.6640], [-1.9343, -3.1769, -0.7276], [-4.1686, -0.9873, -2.6212], [1.9917, -1.6847, 3.9197], [-0.7882, -0.3135, -0.7028], [-0.9251, 0.2614, -3.1512], [-4.3845, -0.1632, -3.3061], [0.2797, 1.5303, 5.1278], [2.6765, 4.7486, 3.8445], [-0.0017, -2.6252, -3.1288], [-3.6902, -0.1003, -0.3947], [-5.2824, -2.2638, -1.2852], [2.8790, 3.7376, 3.4854], [3.7018, 3.3476, 4.0846], [2.6917, -0.3994, 2.0142], [-3.8601, -1.8517, -3.2086], [-1.5079, -0.8024, -4.8924], [3.3433, 1.5589, 1.4789], [3.5509, 0.5197, 1.2218], [-5.3568, -1.2613, -1.7108], [0.7833, -4.6345, -3.4415], [3.5820, -1.7347, -0.1642], [-0.0858, 0.8317, -5.2633], [1.1500, 0.0700, -0.3488], [0.0160, 0.9639, 6.4926], [3.2310, 3.8287, 2.4589], [-0.6600, 0.1113, 6.4491], [0.3652, 1.9018, -4.2689], [1.4544, -0.7008, 1.4723], [-3.3650, -0.7303, 0.4356], [-2.3617, 1.2331, 2.2021], [-5.5928, 0.7562, -0.9743], [0.4602, -1.4354, 2.0625], [-1.3018, 0.2209, -4.5779], [-0.3253, 1.2405, -6.2423], [1.0180, 3.2087, 1.2886], [-0.6323, 1.3450, 4.0915], [-1.2917, -2.2274, -2.5347], [0.0125, -2.5118, 3.8577], [0.9404, 0.6565, 6.9807], [1.0351, 0.7782, -2.5303], [0.7430, 2.6240, 2.6037], [3.5765, 1.5403, -1.0014], [4.9207, -0.7047, -0.7397], [2.1352, 2.4430, 5.6833], [1.4065, 2.1924, -4.3972], [0.8290, -2.4342, -2.4326], [-1.5400, 0.7837, 4.2830], [4.6214, 0.3436, 1.3419], [-2.1962, 0.8233, -4.7535], [-5.7260, -0.4575, 0.2947]]}

***

Number 1: largest force on an atom 0.081 Eh/bohr, calculated total energy -2987.93779 Eh. Number 2: largest force on an atom 0.069 Eh/bohr, calculated total energy -2285.17875 Eh. Number 3: largest force on an atom 0.016 Eh/bohr, calculated total energy -2056.12989 Eh.